ORCA calculation (ωB97M-V/def2-TZVPD) on a molecular structure, C2H4O2.

Each line ends with the natural charge from an NBO analysis.
Cartesian coordinates (Å):
C  -0.96715  -0.21583  0.05630  -0.267
O  0.29990  -0.63502  0.51358  -0.730
C  1.66435  0.38007  -0.06484  0.538
O  1.54523  1.52903  -0.08615  -0.451
H  -0.89605  0.69353  -0.56352  0.165
H  -1.60527  0.01883  0.91622  0.186
H  -1.44872  -1.00732  -0.53038  0.177
H  1.40771  -0.76329  -0.24120  0.382

## Properties
Kohn-Sham gap in hartree: 0.3865
Highest occupied orbital energy in eV: -9.840
Spin multiplicity: 1
LUMO energy in eV: 0.68

=====

ORCA calculation (ωB97M-V/def2-TZVPD) on 2 unconnected molecules or ions with the total composition C2H4O2.

Each line ends with the natural charge from an NBO analysis.
Cartesian coordinates (Å):
O  -1.11024  -0.64144  0.01934  -0.504
C  -2.09619  -0.14629  -0.43627  0.285
H  -3.03311  -0.22048  0.13451  0.108
H  -2.12026  0.37883  -1.40187  0.111
O  3.12763  0.33465  0.96600  -0.501
C  2.07351  0.14722  0.43156  0.281
H  1.64428  0.94290  -0.20765  0.096
H  1.51437  -0.79539  0.49437  0.123

## Properties
Kohn-Sham gap in hartree: 0.3842
Highest occupied orbital energy in eV: -9.874
Structure (SMILES): C=O.C=O
Spin multiplicity: 1
LUMO energy in eV: 0.58

=====

ORCA calculation (ωB97M-V/def2-TZVPD) on C2H4O2 in the gas phase.

Each line ends with the natural charge from an NBO analysis.
Cartesian coordinates (Å):
O  0.43066  1.43174  0.13778  -0.701
C  -0.29485  0.29754  0.49161  -0.171
C  -0.03681  -0.81302  -0.49471  0.418
O  0.91797  -0.78705  -1.23896  -0.532
H  1.13010  1.09349  -0.44720  0.485
H  -0.00888  -0.09848  1.48609  0.189
H  -1.37088  0.51644  0.54116  0.194
H  -0.76731  -1.64065  -0.47577  0.119

## Properties
Kohn-Sham gap in hartree: 0.4162
Highest occupied orbital energy in eV: -10.463
Structure (SMILES): O=CCO
Spin multiplicity: 1
LUMO energy in eV: 0.86

=====

ORCA calculation (ωB97M-V/def2-TZVPD) on a gas-phase ion, C2H4O2P (charge +1).

Each line ends with the natural charge from an NBO analysis.
Cartesian coordinates (Å):
C  -0.10284  -0.91631  0.23050  -0.114
C  -0.65267  0.51293  -0.29622  -0.112
O  -0.60385  -1.98156  -0.18203  -0.222
O  -1.99530  0.57995  -0.13928  -0.755
P  -3.36244  -0.06871  0.10212  1.235
H  0.94841  -0.93546  -0.17716  0.252
H  -0.35392  -0.96838  1.36143  0.260
H  -0.25605  1.24417  0.26870  0.213
H  -0.20824  0.62816  -1.38862  0.243

## Properties
Kohn-Sham gap (alpha / beta) in hartree: 0.2365 / 0.2975
Highest occupied orbital energy (alpha / beta) in eV: -14.204 / -15.427
Charge: +1
Spin multiplicity: 1
LUMO energy (alpha / beta) in eV: -7.77 / -7.33

=====

ORCA calculation (ωB97M-V/def2-TZVPD) on a molecular structure, C2H4O2Rh.

Each line ends with the natural charge from an NBO analysis.
Cartesian coordinates (Å):
O  0.23972  1.37024  0.20905  -0.671
H  -0.03283  2.27201  0.41581  0.621
O  0.89050  -1.04233  -0.25094  -0.673
Rh  1.99170  0.56778  -0.13857  1.761
H  1.10389  -1.96712  -0.42334  0.621
C  -0.46807  -0.79132  -0.12117  0.334
C  -0.80913  0.47677  0.07620  0.317
H  -1.15302  -1.60875  -0.32051  0.343
H  -1.76275  0.72271  0.55347  0.345

## Properties
<S²>: 6.005
Kohn-Sham gap (alpha / beta) in hartree: 0.4259 / 0.3447
Highest occupied orbital energy (alpha / beta) in eV: -27.666 / -28.973
Charge: +3
Spin multiplicity: 5
LUMO energy (alpha / beta) in eV: -16.08 / -19.59

=====

ORCA calculation (ωB97M-V/def2-TZVPD) on 2 unconnected molecules or ions with the total composition C2H4O2S.

Each line ends with the natural charge from an NBO analysis.
Cartesian coordinates (Å):
C  -1.19339  0.56523  -0.02696  -0.216
C  -1.35172  -0.83641  -0.25862  0.770
O  -2.31028  -0.11405  -0.72251  -0.442
O  -0.84637  -1.88478  -0.38160  -0.525
S  2.01875  -0.13404  0.04244  -0.276
H  -1.49347  1.07604  0.88807  0.210
H  -0.42588  1.07663  -0.66124  0.203
H  2.98247  -0.70547  0.88560  0.163
H  2.61989  0.95683  0.23482  0.115

## Properties
Kohn-Sham gap in hartree: 0.3868
Highest occupied orbital energy in eV: -9.949
Structure (SMILES): O=C1CO1.S
Spin multiplicity: 1
LUMO energy in eV: 0.58

=====

For the records above, the corresponding DFT total energy values read -228.9633; -229.0197; -229.0603; -569.9570; -338.0075; -627.1959 Ha.
For the records above, the corresponding energy above the lowest of the compared OMol25 structures with the same formula, charge and spin values read 376.1; 228.0; 121.6; 572.7; 0.0; 231.7 kJ/mol.